{
  "formula": "C3H7Br3N2O4",
  "method": "ωB97M-V/def2-TZVPD",
  "species": ["C", "N", "O", "O", "H", "H", "H", "C", "N", "O", "O", "H", "H", "H", "C", "Br", "Br", "Br", "H"],
  "coordinates": [[-0.546, -6.852, 0.738], [0.001, -5.578, 0.186], [-0.657, -4.553, 0.230], [1.041, -5.660, -0.399], [-0.439, -7.686, 0.045], [-1.549, -6.621, 1.097], [0.049, -7.020, 1.636], [-0.415, 0.323, -1.119], [-0.126, 1.769, -0.961], [-0.868, 2.544, -1.494], [0.891, 2.179, -0.428], [-1.484, 0.210, -1.296], [-0.276, -0.178, -0.161], [0.181, -0.033, -1.959], [0.887, 7.264, 0.862], [0.642, 7.236, -1.064], [-0.847, 7.859, 1.639], [2.317, 8.552, 1.360], [1.197, 6.244, 1.088]],
  "forces_ev_per_a": [[-0.20, 0.63, 1.37], [-1.06, 0.21, -1.20], [-0.25, -0.37, 0.72], [1.46, -0.30, -0.28], [-0.06, 0.45, -0.05], [-0.03, -0.31, -0.45], [0.14, -0.28, -0.12], [-0.73, -0.32, 0.75], [1.18, 1.23, -0.23], [-1.72, 0.29, -0.75], [0.28, -1.40, 0.61], [0.19, 0.32, -0.48], [0.80, -0.01, -0.26], [0.02, -0.12, 0.37], [-0.28, 1.11, -0.54], [0.20, 0.02, 0.17], [1.14, -0.66, -0.07], [-0.76, -0.89, -0.16], [-0.31, 0.41, 0.59]],
  "fmax_ev_per_a": 1.9,
  "energy_ha": -8250.79275,
  "e_above_lowest_kcal_mol": 16.1,
  "multiplicity": 1
}

---

{
  "formula": "C10H18AlN7O5P",
  "method": "ωB97M-V/def2-TZVPD",
  "species": ["Al", "N", "N", "C", "N", "N", "N", "O", "O", "H", "H", "H", "H", "H", "N", "C", "C", "C", "C", "C", "N", "C", "H", "H", "H", "H", "C", "O", "P", "O", "C", "O", "C", "H", "H", "H", "H", "H", "H", "H", "H", "H"],
  "coordinates": [[-0.198, 0.307, 0.050], [-1.576, -1.780, -0.646], [-2.319, -1.334, -1.769], [-2.258, -0.042, -2.159], [-2.937, 0.434, -3.165], [-1.435, 0.680, -1.369], [-1.078, 1.987, -1.452], [-1.450, 2.802, -2.238], [-0.230, 2.182, -0.486], [-1.094, -2.633, -0.913], [-2.235, -2.051, 0.078], [-2.929, -1.990, -2.235], [-3.555, -0.138, -3.729], [-2.869, 1.411, -3.414], [5.465, 2.405, -1.032], [4.626, 1.664, -1.305], [3.575, 0.732, -1.606], [3.705, -0.233, -2.604], [2.641, -1.091, -2.840], [1.502, -0.979, -2.077], [1.368, -0.062, -1.094], [2.401, 0.789, -0.883], [4.620, -0.300, -3.182], [2.696, -1.844, -3.615], [0.665, -1.637, -2.257], [2.278, 1.551, -0.127], [-0.896, -0.914, 4.994], [-0.790, -0.704, 3.522], [-0.498, 0.669, 2.842], [-1.493, 0.509, 1.441], [-2.931, 0.765, 1.597], [0.696, 0.151, 1.656], [2.048, -0.156, 2.183], [-0.805, -1.981, 5.145], [-1.865, -0.565, 5.333], [-0.094, -0.389, 5.509], [-3.471, -0.173, 1.510], [-3.250, 1.479, 0.845], [-3.118, 1.193, 2.581], [2.619, -0.628, 1.393], [1.942, -0.850, 3.011], [2.528, 0.765, 2.504]],
  "forces_ev_per_a": [[-0.09, -0.39, -0.28], [0.11, 0.46, -0.15], [0.08, 0.30, -0.11], [-0.08, -0.19, 0.12], [-0.12, -0.02, -0.17], [0.32, 0.06, 0.30], [-0.07, 0.74, -0.35], [0.36, -1.01, 0.89], [-0.60, 0.08, -0.76], [0.20, -0.10, -0.07], [-0.08, 0.04, 0.20], [-0.13, -0.06, -0.11], [0.01, -0.05, 0.02], [0.02, 0.14, -0.04], [-0.42, -0.33, -0.12], [0.35, 0.27, 0.12], [0.14, 0.06, -0.05], [0.08, -0.03, -0.07], [0.06, -0.03, -0.07], [-0.09, 0.02, 0.13], [0.18, 0.14, 0.13], [-0.22, -0.11, -0.03], [-0.05, 0.00, 0.01], [0.00, 0.01, 0.03], [-0.10, -0.06, 0.04], [-0.01, 0.07, 0.09], [0.05, 0.11, 0.16], [0.00, 0.03, 0.05], [-0.02, -0.34, 0.05], [0.08, 0.04, 0.24], [-0.11, 0.09, -0.06], [0.12, 0.12, 0.30], [0.11, -0.02, 0.00], [0.03, -0.07, -0.10], [-0.04, 0.03, -0.08], [-0.02, 0.01, -0.10], [0.06, -0.06, 0.00], [0.06, 0.03, -0.06], [0.08, 0.01, 0.00], [-0.06, -0.03, -0.09], [-0.11, -0.03, 0.01], [-0.09, 0.07, -0.03]],
  "fmax_ev_per_a": 1.4,
  "total_charge": 3,
  "energy_ha": -1734.17632,
  "multiplicity": 1
}

---

{
  "formula": "C6H6N2",
  "method": "ωB97M-V/def2-TZVPD",
  "species": ["C", "C", "C", "C", "C", "C", "H", "H", "H", "H", "H", "H", "N", "N"],
  "coordinates": [[-1.744, -0.505, 0.366], [-0.520, 0.027, 0.962], [0.301, 1.050, -0.022], [0.732, -0.661, 0.516], [0.525, -0.832, -1.099], [0.223, 0.352, -1.425], [-0.536, 0.332, 1.871], [-0.016, 2.185, 0.123], [1.468, 1.114, 1.575], [0.991, -1.815, 0.724], [0.375, -1.932, -1.487], [-0.566, 0.854, -2.349], [-2.649, -0.735, -0.336], [1.416, 0.566, 0.581]],
  "forces_ev_per_a": [[-2.15, 0.22, -1.06], [-1.43, -2.15, -7.91], [-5.43, 4.84, -1.31], [0.31, -6.81, -0.95], [0.34, -5.41, 1.88], [-4.34, 5.59, -2.71], [-0.30, 1.90, 5.97], [1.04, -2.19, -0.62], [0.00, -2.45, -2.65], [0.29, 2.92, 1.08], [0.53, 2.70, 0.34], [3.15, -1.71, 2.72], [1.58, 0.10, 1.60], [6.41, 2.46, 3.62]],
  "fmax_ev_per_a": 8.3,
  "energy_ha": -341.50607,
  "e_above_lowest_kcal_mol": 135.8,
  "multiplicity": 1
}

---

{
  "formula": "C33H26AsF6IrN4O2S2",
  "method": "ωB97M-V/def2-TZVPD",
  "species": ["Ir", "C", "N", "C", "C", "N", "C", "C", "C", "C", "C", "C", "C", "S", "C", "C", "C", "C", "C", "C", "S", "H", "H", "H", "H", "H", "H", "H", "H", "H", "H", "H", "H", "H", "H", "H", "H", "H", "H", "N", "C", "C", "C", "C", "C", "C", "C", "C", "C", "H", "H", "H", "H", "F", "As", "F", "F", "F", "F", "F", "O", "C", "N", "C", "O", "C", "C", "C", "C", "C", "C", "H", "H", "H", "H"],
  "coordinates": [[-0.246, -1.030, 0.524], [-1.439, 1.999, 0.867], [-0.364, 1.113, 1.334], [0.972, 1.602, 0.864], [2.076, 0.620, 1.221], [1.926, -0.611, 0.421], [2.503, -0.424, -0.937], [2.573, -1.802, 0.976], [3.756, -1.721, 1.685], [4.383, -2.882, 2.122], [3.826, -4.114, 1.820], [2.637, -4.191, 1.109], [1.985, -3.038, 0.686], [0.417, -3.123, -0.136], [-0.416, 1.118, 2.806], [-0.462, 2.332, 3.489], [-0.538, 2.359, 4.868], [-0.566, 1.155, 5.568], [-0.492, -0.046, 4.897], [-0.394, -0.090, 3.497], [-0.168, -1.628, 2.723], [-1.112, 3.040, 0.902], [-2.307, 1.850, 1.504], [-1.478, 0.819, -0.846], [1.186, 2.577, 1.316], [0.916, 1.737, -0.215], [2.020, 0.352, 2.276], [3.042, 1.102, 1.038], [3.591, -0.378, -0.855], [2.129, 0.493, -1.386], [2.209, -1.261, -1.565], [4.203, -0.758, 1.900], [5.299, -2.818, 2.694], [4.307, -5.023, 2.157], [2.182, -5.151, 0.902], [-0.430, 3.269, 2.945], [-0.574, 3.304, 5.392], [-0.646, 1.160, 6.647], [-0.504, -0.981, 5.442], [-9.981, -3.167, 1.084], [-8.856, -2.937, 1.017], [-7.452, -2.648, 0.938], [-6.727, -2.384, 2.100], [-5.378, -2.100, 2.021], [-4.723, -2.074, 0.784], [-5.462, -2.344, -0.374], [-6.812, -2.628, -0.300], [-3.332, -1.769, 0.699], [-2.158, -1.478, 0.626], [-7.229, -2.404, 3.058], [-4.809, -1.895, 2.918], [-4.956, -2.328, -1.330], [-7.378, -2.838, -1.198], [-0.143, -0.001, -1.705], [-0.647, -0.664, -3.362], [0.846, -1.491, -3.439], [0.072, 0.764, -4.003], [-2.125, 0.270, -3.107], [-1.186, -1.195, -4.889], [-1.389, -1.961, -2.523], [-4.096, 1.059, 0.023], [-3.421, 1.696, -0.696], [-1.877, 1.736, -0.541], [-1.404, 2.789, -1.545], [-0.267, 3.103, -1.609], [-2.595, 3.263, -2.247], [-2.654, 4.219, -3.247], [-3.907, 4.521, -3.757], [-5.057, 3.887, -3.280], [-4.989, 2.933, -2.277], [-3.735, 2.635, -1.774], [-1.756, 4.695, -3.614], [-3.999, 5.260, -4.541], [-6.017, 4.147, -3.705], [-5.870, 2.430, -1.901]],
  "forces_ev_per_a": [[0.48, 0.52, 0.54], [0.08, -0.06, 0.09], [0.07, -0.21, -0.34], [0.09, 0.05, 0.04], [-0.01, -0.02, 0.07], [-0.15, -0.17, 0.19], [-0.06, 0.06, -0.03], [0.04, -0.04, -0.01], [0.05, -0.02, -0.04], [0.01, 0.03, 0.02], [-0.03, -0.02, -0.03], [0.03, -0.02, 0.00], [-0.08, 0.11, -0.02], [0.04, -0.06, 0.10], [-0.01, -0.09, 0.08], [-0.01, -0.03, 0.01], [0.01, 0.03, -0.02], [-0.03, -0.03, 0.02], [0.01, 0.05, -0.01], [0.05, 0.07, -0.02], [-0.03, -0.14, -0.37], [-0.12, 0.04, 0.00], [-0.01, -0.10, -0.04], [-0.09, -0.11, -0.11], [-0.03, -0.01, 0.01], [0.02, 0.00, 0.05], [0.00, 0.02, 0.00], [0.01, -0.02, -0.01], [0.00, 0.02, 0.01], [0.00, -0.03, -0.03], [0.04, 0.02, 0.03], [-0.01, 0.01, 0.01], [0.00, 0.00, 0.00], [0.00, 0.00, 0.00], [0.00, 0.00, 0.01], [-0.01, 0.01, 0.01], [-0.01, 0.00, 0.00], [0.02, 0.00, 0.00], [0.02, 0.00, 0.00], [0.00, 0.01, -0.01], [-0.01, -0.01, 0.01], [0.01, 0.00, -0.01], [0.00, 0.01, -0.01], [0.01, 0.00, 0.00], [-0.05, -0.01, -0.04], [0.02, 0.01, 0.00], [-0.01, 0.01, 0.00], [-0.02, 0.03, 0.06], [0.01, 0.18, -0.31], [0.00, 0.00, 0.00], [0.00, -0.01, 0.00], [0.00, -0.02, 0.00], [0.00, 0.00, 0.00], [-0.26, -0.29, 0.18], [-0.51, 0.02, 0.12], [0.06, -0.01, -0.05], [0.07, 0.09, -0.02], [0.08, 0.16, 0.17], [0.05, 0.00, -0.03], [0.07, 0.02, -0.09], [-0.03, 0.09, 0.12], [0.04, 0.04, -0.07], [-0.02, 0.04, -0.09], [0.03, -0.13, -0.09], [-0.01, 0.11, 0.02], [0.02, -0.06, 0.01], [0.00, -0.01, -0.05], [0.02, 0.01, 0.00], [0.00, -0.01, 0.00], [0.00, -0.04, -0.03], [0.01, -0.06, -0.04], [0.00, 0.00, 0.00], [0.00, -0.01, -0.01], [0.00, 0.00, 0.00], [0.00, 0.01, 0.00]],
  "fmax_ev_per_a": 0.9,
  "energy_ha": -5378.42690,
  "e_above_lowest_kcal_mol": 30.7,
  "multiplicity": 1
}